This record from the Open Molecules 2025 dataset describes the molecule C22H27FN2O3. The level of theory is the ωB97M-V functional and the def2-TZVPD basis.

- HOMO level: -8.346 eV
- Structure (SMILES): COc1cccc(CN2CCC[C@H](CNC(=O)c3ccc(F)cc3)C2)c1OC
- Relative energy (zero: lowest compared OMol25 entry of this formula, charge and spin): 11.9 kcal per mole
- E_tot: -35092.4999 eV
- E_LUMO: 0.027 hartree
- Gap between HOMO and LUMO: 0.334 Ha

Last column: natural (NBO) charge in e.
Positions of all 55 atoms, in Å:
1 F 3.2699 -2.0033 3.0815  -0.34
2 O 2.8875 -0.8949 -3.1095  -0.64
3 O -2.2770 0.2599 1.9625  -0.53
4 O -0.3591 -0.2355 3.9751  -0.51
5 N -1.4740 0.8132 -1.4481  -0.47
6 N 0.9193 -0.0139 -2.4334  -0.66
7 C -0.9938 0.7393 1.9035  0.31
8 C -1.7940 -0.8385 -3.7888  -0.40
9 C 3.6774 -0.9091 -0.3348  -0.15
10 C -0.0080 0.5161 2.8859  0.23
11 C 2.9772 -1.6769 1.7996  0.40
12 C -2.9252 0.1340 3.2108  -0.24
13 C -1.6097 1.4301 -2.7557  -0.22
14 C 1.2654 1.0369 2.7001  -0.28
15 C 0.4719 0.3805 -3.7480  -0.22
16 C 1.6680 -1.7817 1.3691  -0.30
17 C -1.8012 -1.4280 -2.3816  -0.41
18 C -0.6629 1.4586 0.7536  -0.09
19 C -2.2777 -0.3939 -1.3634  -0.22
20 C 2.3641 -0.9744 -0.7882  -0.16
21 C -1.0547 0.5020 -3.8432  -0.23
22 C -1.6895 1.7195 -0.3229  -0.24
23 C 2.0942 -0.6283 -2.2227  0.66
24 C 1.3638 -1.4150 0.0715  -0.12
25 C 0.5936 -0.4435 4.9916  -0.25
26 C 1.5872 1.7330 1.5486  -0.22
27 C 3.9929 -1.2446 0.9683  -0.29
28 C 0.6308 1.9329 0.5777  -0.17
29 H 0.9058 -2.1442 2.0405  0.23
30 H 0.8475 -0.3527 -4.4688  0.22
31 H -1.5662 2.7484 -0.6708  0.21
32 H -2.6657 1.6631 -2.9849  0.17
33 H 2.5888 2.1119 1.4181  0.22
34 H 5.0040 -1.1848 1.3390  0.23
35 H -1.3369 -1.5430 -4.4854  0.21
36 H 4.4468 -0.5918 -1.0218  0.24
37 H 0.9150 1.3522 -4.0096  0.19
38 H -2.6136 -0.7677 3.7410  0.19
39 H -2.7009 1.6142 0.0876  0.21
40 H -0.7977 -1.7677 -2.1287  0.21
41 H 0.2986 0.2701 -1.6761  0.45
42 H -2.4661 -2.2933 -2.3477  0.21
43 H 0.8744 2.4761 -0.3224  0.21
44 H 1.4657 -0.9919 4.6259  0.19
45 H -3.3435 -0.1656 -1.5482  0.17
46 H 0.3430 -1.4942 -0.2658  0.21
47 H 2.0258 0.8828 3.4478  0.22
48 H -2.1912 -0.7893 -0.3494  0.22
49 H -2.7448 1.0052 3.8447  0.18
50 H -1.0476 2.3676 -2.7612  0.20
51 H 0.0845 -1.0422 5.7456  0.20
52 H -1.2639 0.9631 -4.8154  0.22
53 H -3.9888 0.0700 2.9782  0.19
54 H -2.8259 -0.6725 -4.1105  0.20
55 H 0.9165 0.5014 5.4395  0.18